[1]
Density functional theory data (ωB97M-V/def2-TZVPD) for a 2-piece molecular cluster, C6H12O overall.

Its SMILES is C=CCC(=C)C.O. The value obtained for the frontier orbital gap is 9.71 eV. The charge is 0.

```
19
C6H12O, DFT ωB97M-V/def2-TZVPD
C 0.34 3.01 2.08
C 0.01 2.75 0.82
C -1.12 1.77 0.27
C -0.34 0.61 -0.43
C -0.81 -0.68 -0.24
C 0.65 1.00 -1.50
H -0.24 2.43 2.86
H 1.06 3.77 2.33
H 0.52 3.13 -0.05
H -1.73 1.37 1.09
H -1.80 2.13 -0.44
H -0.72 -1.41 -1.14
H -1.33 -1.05 0.61
H 1.63 1.26 -1.11
H 0.86 0.11 -2.09
H 0.38 1.83 -2.20
O 0.91 -7.21 -0.65
H 1.65 -7.44 -0.08
H 0.10 -7.37 -0.14
```

---

[2]
Density functional theory data (ωB97M-V/def2-TZVPD) for one molecule with the formula C6H12O.

Its SMILES is CC[C@H]1CCCO1. The value obtained for the frontier orbital gap is 10.64 eV. The charge is 0.

```
19
C6H12O, DFT ωB97M-V/def2-TZVPD
C -2.24 -1.49 -0.16
C -0.80 -1.15 -0.55
C -0.07 -0.25 0.44
C 1.45 -0.18 0.17
C 1.77 1.30 0.40
C 0.49 1.94 -0.10
O -0.55 1.10 0.36
H -2.27 -2.02 0.80
H -2.85 -0.59 -0.06
H -2.71 -2.14 -0.91
H -0.22 -2.08 -0.66
H -0.79 -0.65 -1.53
H -0.27 -0.60 1.46
H 2.01 -0.86 0.81
H 1.65 -0.44 -0.87
H 2.65 1.65 -0.14
H 1.92 1.51 1.47
H 0.32 2.96 0.28
H 0.50 1.99 -1.20
```

---

[3]
Density functional theory data (ωB97M-V/def2-TZVPD) for a 3-piece molecular cluster, C6H12O overall.

Its SMILES is OC1C=C1.[H][H].C=CC. The value obtained for the frontier orbital gap is 10.50 eV. The charge is 0.

```
19
C6H12O, DFT ωB97M-V/def2-TZVPD
O 1.60 -0.29 0.38
C 1.92 -0.46 -0.97
C 0.89 -0.71 -2.01
C 1.45 0.47 -2.03
H 0.71 0.09 0.44
H 2.90 -0.93 -1.02
H 0.15 -1.39 -2.41
H 1.52 1.45 -2.49
H 1.70 2.54 1.45
H 1.82 2.09 0.87
C -1.46 1.05 1.01
C -1.71 -0.09 0.37
C -1.70 -1.45 1.01
H -1.50 2.02 0.51
H -1.23 1.06 2.08
H -1.93 -0.05 -0.70
H -2.70 -1.89 0.95
H -1.41 -1.38 2.06
H -1.01 -2.13 0.50
```

---

[4]
Density functional theory data (ωB97M-V/def2-TZVPD) for one molecule with the formula C6H12O.

Its SMILES is CCO[C@H]1C[C@H]1C. The value obtained for the frontier orbital gap is 10.34 eV. The charge is 0.

```
19
C6H12O, DFT ωB97M-V/def2-TZVPD
C 2.79 0.08 0.35
C 1.54 0.57 -0.37
O 0.44 0.64 0.52
C -0.31 -0.54 0.59
C -1.63 -0.41 1.27
C -1.58 -0.65 -0.22
C -1.96 0.45 -1.18
H 2.63 -0.92 0.77
H 3.04 0.77 1.17
H 3.65 0.03 -0.33
H 1.29 -0.07 -1.23
H 1.68 1.59 -0.75
H 0.27 -1.45 0.72
H -1.89 0.60 1.59
H -1.97 -1.20 1.93
H -1.83 -1.66 -0.54
H -1.57 0.23 -2.18
H -3.05 0.55 -1.25
H -1.54 1.40 -0.85
```

---

[5]
Density functional theory data (ωB97M-V/def2-TZVPD) for C6H12O as an isolated structure.

The value obtained for the frontier orbital gap is 7.66 eV. The charge is 0.

```
19
C6H12O, DFT ωB97M-V/def2-TZVPD
C -2.15 -0.93 -0.64
C -0.69 -0.73 -0.39
O -0.70 0.22 1.14
C 0.65 -0.11 1.58
C 1.60 0.71 0.71
C 1.44 0.46 -0.81
C -0.04 0.34 -1.22
H -2.61 -1.58 0.12
H -2.17 -1.51 -1.58
H -2.78 -0.03 -0.78
H -1.36 -0.20 1.71
H 0.72 0.18 2.63
H 0.81 -1.18 1.45
H 1.41 1.77 0.93
H 2.62 0.48 1.02
H 1.93 -0.48 -1.07
H 1.95 1.26 -1.35
H -0.10 -0.01 -2.26
H -0.54 1.33 -1.18
```

---

[6]
Density functional theory data (ωB97M-V/def2-TZVPD) for one molecule with the formula C6H12O.

The value obtained for the frontier orbital gap (spin up / spin down) is 8.41 / 7.45 eV. The charge is 0.

```
19
C6H12O, DFT ωB97M-V/def2-TZVPD
C 2.23 0.13 -0.12
C 1.03 -0.41 0.49
O 1.07 -0.60 1.89
C -0.06 0.70 0.14
C 0.08 0.88 -1.35
C -1.42 0.39 0.33
C -2.00 -0.96 0.08
H 1.36 0.79 -1.27
H 2.82 -0.47 -0.79
H 2.74 0.93 0.43
H 0.70 -1.32 -0.04
H 0.15 -0.64 2.21
H 0.29 1.61 0.64
H -0.24 0.03 -1.96
H -0.28 1.83 -1.74
H -2.07 1.10 0.85
H -1.38 -1.58 -0.57
H -3.01 -0.92 -0.34
H -2.08 -1.50 1.04
```

---

[7]
Density functional theory data (ωB97M-V/def2-TZVPD) for a 2-piece molecular cluster, C6H12O overall.

Its SMILES is C/C=C/[C@H](C)C=O.[H][H]. The value obtained for the frontier orbital gap is 10.47 eV. The charge is 0.

```
19
C6H12O, DFT ωB97M-V/def2-TZVPD
C 2.27 0.37 1.57
C 1.12 0.62 0.65
C 0.24 -0.30 0.26
C -0.77 -0.07 -0.84
C -1.99 -1.01 -0.82
C 0.12 -0.28 -2.05
O 0.17 -1.29 -2.71
H 2.32 1.11 2.37
H 2.21 -0.63 2.02
H 3.22 0.43 1.02
H 1.03 1.64 0.25
H 0.32 -1.32 0.62
H -1.08 0.98 -0.83
H -2.92 -0.45 -0.92
H -2.05 -1.58 0.11
H -1.92 -1.72 -1.64
H 0.83 0.56 -2.23
H -1.29 1.34 1.74
H -1.99 1.59 1.70
```

---

[8]
Density functional theory data (ωB97M-V/def2-TZVPD) for C6H12O as an isolated structure.

The value obtained for the frontier orbital gap is 10.48 eV. The charge is 0.

```
19
C6H12O, DFT ωB97M-V/def2-TZVPD
C 2.88 0.17 0.09
C 1.48 -0.50 0.09
C 0.32 0.51 0.41
C -1.14 -0.04 0.45
C -1.50 -0.84 -0.79
O -2.90 -0.64 -0.62
C -2.66 0.56 0.11
H 2.94 0.99 -0.64
H 3.13 0.59 1.07
H 3.67 -0.54 -0.17
H 1.52 -1.33 0.81
H 1.35 -0.96 -0.90
H 0.37 1.26 -0.40
H 0.61 1.01 1.34
H -1.58 -0.29 1.40
H -1.21 -1.87 -0.99
H -1.16 -0.21 -1.64
H -2.65 1.48 -0.48
H -3.47 0.64 0.87
```

---

[9]
Density functional theory data (ωB97M-V/def2-TZVPD) for one molecule with the formula C6H12O.

Its SMILES is CC[C@@]1(C)C[C@H]1O. The value obtained for the frontier orbital gap is 10.48 eV. The charge is 0.

```
19
C6H12O, DFT ωB97M-V/def2-TZVPD
C 1.97 0.52 -0.47
C 1.06 -0.20 0.54
C -0.40 -0.38 0.12
C -0.66 -1.38 -1.00
C -1.48 -0.23 1.17
C -1.27 0.85 0.16
O -0.75 2.05 0.65
H 1.71 1.56 -0.74
H 2.04 -0.03 -1.41
H 2.99 0.58 -0.05
H 1.09 0.34 1.49
H 1.49 -1.19 0.73
H -0.09 -1.13 -1.90
H -0.39 -2.40 -0.70
H -1.72 -1.39 -1.27
H -1.17 0.00 2.18
H -2.38 -0.84 1.08
H -2.01 0.96 -0.64
H -0.04 2.31 0.06
```

---

[10]
Density functional theory data (ωB97M-V/def2-TZVPD) for a 2-piece molecular cluster, C6H12O overall.

Its SMILES is C=C/C(C)=C/C.O. The value obtained for the frontier orbital gap is 9.61 eV. The charge is 0.

```
19
C6H12O, DFT ωB97M-V/def2-TZVPD
C 0.31 2.35 1.03
C -0.76 1.58 0.84
C -0.91 0.28 0.15
C -2.23 -0.02 -0.51
C 0.10 -0.59 0.16
C 0.10 -1.92 -0.55
H 1.30 2.11 0.66
H 0.21 3.26 1.58
H -1.70 1.95 1.27
H -2.66 -0.96 -0.17
H -2.12 -0.01 -1.59
H -2.94 0.78 -0.27
H 1.01 -0.39 0.71
H -0.41 -1.89 -1.51
H -0.41 -2.65 0.09
H 1.12 -2.32 -0.63
O 3.68 -0.47 -0.58
H 2.89 -0.81 -1.01
H 3.41 -0.29 0.33
```

---

[11]
Density functional theory data (ωB97M-V/def2-TZVPD) for a 2-piece molecular cluster, C6H12O overall.

Its expectation value of S² is 0.7700. The value obtained for the frontier orbital gap (spin up / spin down) is 9.05 / 4.70 eV. As for the multiplicity: 2. The charge is +1.

```
19
C6H12O, DFT ωB97M-V/def2-TZVPD
C -0.61 -0.38 0.27
C 0.21 -1.63 -0.14
C -0.20 -2.91 0.30
C 1.44 -1.34 -1.05
C 2.57 -0.37 -0.67
C 2.23 0.90 -0.45
H 0.07 0.31 0.86
H -1.44 -0.84 0.80
H -1.02 0.13 -0.59
H -1.09 -2.73 0.86
H 0.27 -3.88 -0.05
H 1.95 -2.31 -1.28
H 1.14 -0.91 -1.99
H 3.62 -0.63 -0.67
H 1.24 1.19 -0.83
H 2.65 1.38 0.37
H -4.81 5.26 1.57
H -3.58 4.45 1.40
O -4.63 4.32 1.28
```

---

[12]
Density functional theory data (ωB97M-V/def2-TZVPD) for one molecule with the formula C6H12O4.

Its SMILES is CC(C)(O)[C@](C)(O)C(=O)O. The value obtained for the frontier orbital gap is 10.90 eV. The charge is 0.

```
22
C6H12O4, DFT ωB97M-V/def2-TZVPD
C -1.01 1.49 -0.33
C -0.75 0.12 0.31
C -0.47 0.28 1.80
O -1.87 -0.74 0.11
C 0.43 -0.65 -0.36
C 0.28 -0.68 -1.89
O 0.48 -1.95 0.16
C 1.74 0.06 -0.03
O 2.06 1.13 -0.47
O 2.51 -0.62 0.81
H -0.09 2.05 -0.42
H -1.71 2.05 0.28
H -1.45 1.36 -1.32
H 0.30 1.04 1.96
H -1.37 0.59 2.33
H -0.12 -0.66 2.22
H -2.64 -0.32 0.51
H 0.50 0.29 -2.32
H -0.73 -0.99 -2.15
H 0.98 -1.42 -2.29
H -0.43 -2.28 0.13
H 3.34 -0.15 0.98
```

---

[13]
Density functional theory data (ωB97M-V/def2-TZVPD) for C6H12O6 as an isolated structure.

The value obtained for the frontier orbital gap is 10.35 eV. The charge is 0.

```
24
C6H12O6, DFT ωB97M-V/def2-TZVPD
O -1.06 -0.07 -2.51
C -0.41 0.94 -1.91
H -1.00 1.56 -1.35
C 0.77 0.55 -1.09
C 0.64 -0.94 -0.75
O 2.16 -1.21 -0.48
H 2.61 -0.40 0.03
C -0.11 -1.36 0.41
O -1.45 -1.25 -0.02
H -2.00 -1.45 0.81
C 0.39 -0.39 1.58
O -0.70 -0.64 2.54
H -1.59 0.25 2.60
C 0.19 1.14 1.14
O -1.34 1.39 0.89
H -1.57 0.93 0.26
O 0.83 1.55 0.03
H 0.47 1.97 1.83
H 1.24 -0.59 2.13
H 0.27 -2.21 0.76
H 0.53 -1.61 -1.65
H 1.93 0.83 -1.78
H 0.13 1.45 -2.92
H -1.35 -0.53 -1.88
```

---

[14]
Density functional theory data (ωB97M-V/def2-TZVPD) for one molecule with the formula C6H12O6.

Its SMILES is O=C(COCOCCO)OCO. The value obtained for the frontier orbital gap is 10.64 eV. The charge is 0.

```
24
C6H12O6, DFT ωB97M-V/def2-TZVPD
O 1.45 1.69 0.03
C 0.40 1.94 0.56
C -0.31 1.07 1.57
O 0.27 -0.21 1.64
C -0.59 -1.30 1.41
O 0.12 -2.33 0.81
C 0.60 -2.00 -0.48
C 1.54 -3.11 -0.96
O 2.55 -2.65 -1.84
O -0.29 3.10 0.31
C -1.09 3.04 -0.89
O -2.09 4.00 -0.81
H -1.38 1.04 1.31
H -0.25 1.57 2.55
H -0.98 -1.70 2.36
H -1.44 -0.98 0.77
H 1.16 -1.05 -0.44
H -0.25 -1.88 -1.17
H 2.01 -3.55 -0.07
H 0.96 -3.89 -1.46
H 2.42 -1.71 -2.03
H -1.49 2.03 -1.00
H -0.45 3.28 -1.74
H -2.88 3.61 -0.42
```

---

[15]
Density functional theory data (ωB97M-V/def2-TZVPD) for a 2-piece molecular cluster, C6H12OS overall.

The value obtained for the frontier orbital gap is 8.30 eV. The charge is 0.

```
20
C6H12OS, DFT ωB97M-V/def2-TZVPD
C -0.60 0.33 -1.08
C 0.50 0.22 -1.76
C -1.73 -1.33 2.64
C 1.37 1.30 -2.19
C 1.15 -1.18 -1.55
C -0.86 1.07 2.13
O -1.91 -2.50 2.95
S -0.59 -0.30 3.32
H -1.35 1.19 -1.16
H -0.93 -0.53 -0.56
H 2.48 1.25 -2.10
H 1.18 2.39 -2.00
H 1.35 1.30 -3.40
H 1.78 -1.50 -2.45
H 0.43 -2.04 -1.39
H 1.91 -0.97 -0.70
H -0.95 2.02 2.66
H -1.75 0.91 1.55
H -0.03 1.12 1.39
H -1.43 -2.77 3.70
```

---

[16]
Density functional theory data (ωB97M-V/def2-TZVPD) for a 2-piece molecular cluster, C6H12P2 overall.

Its SMILES is CCC1=P#[PH]1.C=CC. The value obtained for the frontier orbital gap is 8.27 eV. The charge is 0.

```
20
C6H12P2, DFT ωB97M-V/def2-TZVPD
C 1.03 -1.99 -0.45
C 1.81 -1.13 0.57
C 1.77 0.31 0.30
P 1.65 1.48 -0.87
P 2.93 1.61 0.91
H 0.77 -1.43 -1.35
H 0.17 -2.42 -0.06
H 1.50 -3.04 -0.58
H 2.82 -1.37 0.74
H 1.48 -1.49 1.65
H 2.07 2.22 1.84
C -1.06 0.61 0.65
C -2.09 0.31 -0.08
C -2.59 1.15 -1.20
H -0.72 0.16 1.63
H -0.44 1.48 0.59
H -2.78 -0.42 0.16
H -1.90 1.86 -1.57
H -3.57 1.50 -0.80
H -2.86 0.61 -2.09
```

---

[17]
Density functional theory data (ωB97M-V/def2-TZVPD) for a 2-piece molecular cluster, C6H12P2 overall.

The value obtained for the frontier orbital gap is 8.59 eV. The charge is 0.

```
20
C6H12P2, DFT ωB97M-V/def2-TZVPD
C -0.04 2.12 -0.63
C 0.06 1.13 0.03
C 0.98 -1.13 0.08
C -1.20 -0.58 1.20
C 0.96 0.32 2.13
C 0.20 -0.06 0.86
P -0.43 0.61 -5.51
P -1.74 1.24 -4.13
H -0.15 2.99 -1.21
H 1.11 -2.02 0.69
H 1.96 -0.75 -0.20
H 0.44 -1.40 -0.83
H -1.78 0.20 1.72
H -1.74 -0.85 0.29
H -1.14 -1.45 1.85
H 1.98 0.61 1.89
H 1.00 -0.53 2.82
H 0.48 1.15 2.64
H 0.69 1.08 -4.82
H -2.85 0.76 -4.83
```

---

[18]
Density functional theory data (ωB97M-V/def2-TZVPD) for one molecule with the formula C6H12Si.

Its SMILES is CC#C[Si](C)(C)C. The value obtained for the frontier orbital gap is 10.20 eV. The charge is 0.

```
19
C6H12Si, DFT ωB97M-V/def2-TZVPD
C -2.33 -0.39 -2.75
C -1.52 -0.29 -1.64
C -0.81 -0.16 -0.65
Si 0.49 -0.08 0.75
C 0.32 -0.81 2.55
C 2.12 -0.55 0.00
C 0.37 1.77 0.82
H -3.10 -1.20 -2.72
H -1.76 -0.35 -3.75
H -2.82 0.50 -3.04
H 0.50 -0.10 3.38
H 0.86 -1.86 2.63
H -0.68 -1.15 2.66
H 2.74 0.34 -0.09
H 2.66 -1.35 0.55
H 2.14 -0.89 -0.99
H -0.67 2.09 1.09
H 1.08 2.38 1.38
H 0.39 2.09 -0.20
```

---

[19]
Density functional theory data (ωB97M-V/def2-TZVPD) for C6H13AsO3S6V as an isolated structure.

Its expectation value of S² is 3.7625. The value obtained for the frontier orbital gap (spin up / spin down) is 5.37 / 5.41 eV. As for the multiplicity: 4. The charge is -2.

```
30
C6H13AsO3S6V, DFT ωB97M-V/def2-TZVPD
V -0.02 1.43 0.58
S -3.90 2.78 -0.73
As -2.74 1.00 -0.95
S -0.74 1.52 -1.77
S -2.05 0.28 1.06
S -3.66 -0.58 -2.06
C 2.53 1.65 -1.21
O 1.91 0.67 -0.38
C 2.10 -0.60 -0.98
C 1.82 -1.74 -0.03
O 0.52 -1.85 0.45
C -0.43 -2.16 -0.57
H 3.62 1.50 -1.20
H 2.31 2.63 -0.81
H 2.15 1.59 -2.23
H 3.15 -0.68 -1.27
H 1.48 -0.67 -1.89
H 2.47 -1.65 0.85
H 2.11 -2.66 -0.57
H -0.11 -3.07 -1.10
H -0.56 -1.34 -1.28
H -1.39 -2.32 -0.09
C 0.57 4.58 -0.11
O 0.88 3.42 0.67
C 1.75 3.44 1.73
S 2.74 4.77 1.97
S 1.63 2.00 2.60
H -0.27 4.27 -0.73
H 1.44 4.86 -0.72
H 0.32 5.41 0.55
```

---

[20]
Density functional theory data (ωB97M-V/def2-TZVPD) for one molecule with the formula C6H13BO5.

Its SMILES is CCCOCOC(=O)OB(C)O. The value obtained for the frontier orbital gap is 10.98 eV. The charge is 0.

```
25
C6H13BO5, DFT ωB97M-V/def2-TZVPD
C -1.06 -2.67 0.93
C -0.62 -1.85 -0.32
C 0.89 -1.56 -0.23
O 1.16 -0.82 0.96
C 1.68 0.45 0.76
O 0.89 1.50 1.37
C -0.45 1.21 1.47
O -0.86 0.67 2.40
O -1.29 1.62 0.51
B -0.68 2.39 -0.52
C -0.52 1.68 -1.94
O -0.22 3.68 -0.34
H -1.63 -3.56 0.63
H -0.20 -3.06 1.49
H -1.64 -2.04 1.60
H -0.84 -2.37 -1.26
H -1.17 -0.91 -0.31
H 1.38 -2.54 -0.12
H 1.29 -1.13 -1.15
H 1.85 0.72 -0.29
H 2.65 0.50 1.26
H -1.47 1.34 -2.36
H 0.13 0.80 -1.82
H 0.02 2.35 -2.62
H 0.73 3.60 -0.13
```